No. 1
CH5ClHgO4 | the ωB97M-V functional and the def2-TZVPD basis

Geometry (Å):
Hg: -1.29652 -0.05249 -0.30607
C: 2.26245 1.53415 -0.85027
H: 1.40329 2.16150 -1.15729
H: 2.04545 1.28849 0.19900
H: 2.11964 0.60420 -1.38950
H: 3.19570 2.04528 -0.97714
H: 4.27948 2.36611 -1.20628
O: -4.48429 -2.59060 -0.35062
Cl: -3.20139 -1.92420 -0.47418
O: -2.09865 -2.68621 0.19972
O: -2.83296 -1.67596 -1.90722
O: -3.41409 -0.60183 0.23737

Calculated values
Kohn-Sham gap (alpha / beta): 0.2239 / 0.3594 Ha
DFT total energy: -25992.011 eV
energy above the lowest of the compared OMol25 structures with the same formula, charge and spin: 371.9 kJ/mol



No. 2
CH5ClN2OS | the ωB97M-V functional and the def2-TZVPD basis

Geometry (Å):
C: -0.78167 0.12693 0.05327
H: 2.40493 0.91720 -1.60244
H: -2.39529 -0.11366 -1.11891
H: -1.42738 -1.51771 -0.98476
H: 0.03782 -1.51112 0.94887
H: 0.79746 0.95409 1.48814
N: -1.71395 -0.63389 -0.58561
N: 0.24118 -0.58925 0.58345
O: 1.15804 0.04103 1.40502
S: -0.88108 1.78466 0.20272
Cl: 2.55995 0.54171 -0.38975

Calculated values
Kohn-Sham gap: 0.3525 Ha
DFT total energy: -29501.674 eV
SMILES: NC(=S)NO.Cl



No. 3
CH5ClNOP | the ωB97M-V functional and the def2-TZVPD basis

Geometry (Å):
C: -1.73978 0.22666 0.52761
N: 3.27831 0.71500 0.09565
O: -1.06514 -1.01255 0.68029
P: -0.03716 -1.70303 -0.43637
Cl: 1.71583 0.18147 0.07232
H: -1.05872 1.03521 0.58657
H: -2.35835 0.13768 1.32926
H: -2.35429 0.45605 -0.36903
H: 3.74766 0.86777 -0.83098
H: -0.12834 -0.90425 -1.65533

Calculated values
Kohn-Sham gap (alpha / beta): 0.3278 / 0.2374 Ha
DFT total energy: -26461.925 eV
energy above the lowest of the compared OMol25 structures with the same formula, charge and spin: 679.0 kJ/mol



No. 4
CH5ClO4Tc | the ωB97M-V functional and the def2-TZVPD basis

Geometry (Å):
Tc: -0.45787 0.14028 -0.21885
C: -0.49485 0.08916 -2.24805
H: 0.57578 0.10991 -1.91064
H: -0.72069 -0.84033 -2.77893
H: -0.63358 0.93816 -2.93886
H: -1.67751 0.31981 -1.28018
H: -2.10555 0.49185 -0.37324
O: 1.26968 -0.42084 4.71302
Cl: 1.55045 -0.44183 3.23718
O: 2.95982 -0.60819 2.76683
O: -0.44882 -1.36382 0.58093
O: 0.18313 1.58584 0.45079

Calculated values
Kohn-Sham gap (alpha / beta): 0.3048 / 0.1907 Ha
total charge: +2
multiplicity: 4
DFT total energy: -23995.416 eV
energy above the lowest of the compared OMol25 structures with the same formula, charge and spin: 50.4 kJ/mol



No. 5
CH5FN2 | the ωB97M-V functional and the def2-TZVPD basis

Geometry (Å):
C: 0.46305 0.82643 -0.23323
N: -0.69087 -0.97798 0.65712
N: 0.46896 -0.29652 0.88162
F: 1.63916 -1.23943 0.52283
H: 1.46144 1.02453 -0.49683
H: 0.02249 0.37899 -1.16247
H: -0.11968 1.70762 0.20459
H: -0.90365 -1.34385 -0.25776
H: -1.00206 -1.61315 1.41293

Calculated values
Kohn-Sham gap: 0.4175 Ha
DFT total energy: -6812.845 eV
energy above the lowest of the compared OMol25 structures with the same formula, charge and spin: 249.0 kJ/mol
SMILES: CN(N)F



No. 6
CH5FNP | the ωB97M-V functional and the def2-TZVPD basis

Geometry (Å):
C: 1.68510 0.67012 0.32707
N: 1.82696 -0.39955 -0.31763
F: 3.12320 -0.85713 -0.23034
P: -2.53777 -1.00710 -0.24862
H: 2.68479 1.15262 0.73947
H: -1.82455 -0.01840 -1.19133
H: 0.72876 1.02076 0.27293
H: -1.97569 -0.36541 0.74852
H: -3.71081 -0.19590 -0.10007

Calculated values
Kohn-Sham gap: 0.4115 Ha
DFT total energy: -14610.585 eV
energy above the lowest of the compared OMol25 structures with the same formula, charge and spin: 318.3 kJ/mol
SMILES: C=NF.P



No. 7
CH5FNP | the ωB97M-V functional and the def2-TZVPD basis

Geometry (Å):
C: -1.25830 -0.24322 -0.06605
N: 0.18851 0.57495 -0.54808
F: 0.04868 1.88438 -0.05825
P: 1.61092 -0.20480 -0.00116
H: -1.19249 -1.19201 -0.57271
H: -1.24017 -0.32219 1.01095
H: -2.04439 0.39790 -0.43096
H: 1.87492 0.57005 1.13926
H: 2.44713 0.59364 -0.79373

Calculated values
Kohn-Sham gap: 0.3888 Ha
DFT total energy: -14611.154 eV
energy above the lowest of the compared OMol25 structures with the same formula, charge and spin: 263.4 kJ/mol
SMILES: CN(F)P



No. 8
CH5FOP2 | the ωB97M-V functional and the def2-TZVPD basis

Geometry (Å):
C: -0.23025 0.81880 -1.54413
O: 0.64021 0.27357 -0.55892
F: -1.61539 -1.15050 0.18394
P: 0.27346 -0.25222 2.32151
P: -0.05030 -1.28339 0.38936
H: -1.31987 0.57412 -1.23957
H: 0.01067 0.30698 -2.52786
H: -0.12327 1.85027 -1.63243
H: 1.48409 0.12817 1.81797
H: 0.93065 -1.26580 2.79014

Calculated values
Kohn-Sham gap: 0.3576 Ha
DFT total energy: -24459.613 eV
energy above the lowest of the compared OMol25 structures with the same formula, charge and spin: 100.7 kJ/mol
SMILES: COP(F)#[PH2]